Entry 1:
{
  "formula": "C31H28N6O3S3Tl",
  "method": "ωB97M-V with the def2-TZVPD basis set",
  "species": ["Tl", "N", "C", "S", "N", "N", "C", "C", "C", "C", "C", "C", "C", "C", "C", "C", "C", "C", "N", "H", "H", "H", "H", "H", "H", "H", "H", "H", "H", "H", "C", "O", "C", "C", "C", "C", "C", "C", "O", "C", "O", "C", "H", "H", "H", "H", "H", "H", "H", "H", "H", "S", "C", "C", "C", "C", "C", "C", "S", "H", "H", "H", "H", "N", "C", "C", "N", "C", "H", "H", "H", "H"],
  "xyz": [[0.45035, -0.12115, -0.19728], [-3.11901, -0.68832, -3.20469], [-2.28738, -0.85641, -2.12202], [-0.76073, -1.57897, -2.35808], [-2.85132, -0.44080, -0.99614], [-2.03732, -0.45633, 0.07643], [-2.59579, -0.45835, 1.23037], [-4.07936, -0.45321, 1.40011], [-4.85637, 0.57817, 0.87893], [-6.23134, 0.59104, 1.06778], [-6.85046, -0.43668, 1.77172], [-6.08335, -1.47235, 2.28838], [-4.70505, -1.47549, 2.10692], [-1.74245, -0.52468, 2.45047], [-2.22917, -0.15062, 3.69749], [-1.39894, -0.25869, 4.80429], [-0.11663, -0.74757, 4.63922], [0.29316, -1.08650, 3.35553], [-0.49667, -0.97938, 2.29004], [-2.89477, -1.24327, -4.01011], [-4.09373, -0.54775, -2.98934], [-4.37289, 1.36183, 0.30740], [-6.82443, 1.40055, 0.65770], [-7.92566, -0.43074, 1.91357], [-6.55744, -2.27912, 2.83520], [-4.10338, -2.27994, 2.51765], [-3.23728, 0.23433, 3.79138], [-1.74854, 0.05396, 5.78182], [0.56583, -0.83916, 5.47652], [1.29913, -1.44699, 3.15570], [-3.16110, 4.11110, 4.33379], [-1.95356, 3.85901, 5.02532], [-0.96499, 3.24007, 4.32121], [0.24098, 3.05303, 5.02012], [1.26771, 2.41385, 4.37424], [1.18031, 1.93852, 3.05354], [2.32369, 1.29865, 2.40069], [3.53500, 0.82424, 3.17942], [2.32572, 1.06556, 1.19998], [-0.05992, 2.10973, 2.34087], [-0.33290, 1.65749, 1.17574], [-1.11410, 2.79267, 3.03417], [-3.79918, 4.66233, 5.01855], [-3.65990, 3.18180, 4.04412], [-2.98971, 4.71050, 3.43670], [0.33460, 3.42184, 6.03407], [2.19484, 2.28829, 4.91540], [3.63474, 1.22309, 4.18618], [4.42341, 1.05359, 2.59382], [3.46635, -0.26628, 3.23348], [-2.04554, 2.89294, 2.49062], [2.37455, 0.34984, -1.85807], [3.17685, -1.21443, -1.83706], [4.11050, -1.44740, -2.86440], [4.82232, -2.62807, -2.97385], [4.60039, -3.64402, -2.04985], [3.67274, -3.44690, -1.04291], [2.96053, -2.24397, -0.89248], [1.85374, -2.16775, 0.47590], [4.26596, -0.65700, -3.59072], [5.53799, -2.75612, -3.77916], [5.13078, -4.58694, -2.12137], [3.47640, -4.24043, -0.32872], [-2.05119, 3.23668, -2.30505], [-1.27816, 2.90411, -3.40581], [-0.39615, 1.97052, -2.95876], [-0.61765, 1.73671, -1.61486], [-1.61480, 2.50192, -1.25536], [-2.81549, 3.88343, -2.29237], [-1.43779, 3.34104, -4.37896], [0.37139, 1.43026, -3.49361], [-2.01881, 2.56088, -0.25492]],
  "forces_ev_per_a": [[0.43, -0.25, -0.43], [0.15, -0.01, -0.10], [-0.23, -0.11, 0.09], [-0.19, 0.18, 0.04], [0.21, 0.04, -0.21], [0.06, -0.07, 0.21], [-0.04, -0.01, 0.25], [0.06, 0.00, 0.12], [-0.08, 0.08, 0.00], [0.07, -0.03, 0.02], [0.04, -0.02, 0.00], [0.00, 0.04, -0.03], [-0.02, -0.01, 0.03], [-0.05, -0.15, -0.20], [-0.06, -0.01, 0.06], [-0.04, -0.01, 0.02], [0.00, -0.03, 0.03], [-0.12, 0.06, -0.22], [0.07, -0.01, 0.26], [-0.01, -0.02, -0.07], [0.04, -0.02, 0.03], [-0.03, -0.05, 0.03], [0.02, -0.02, 0.01], [0.06, 0.00, -0.01], [0.02, 0.02, -0.02], [-0.04, 0.04, -0.03], [0.06, -0.02, 0.02], [0.01, -0.01, -0.05], [-0.04, 0.01, -0.08], [-0.08, -0.01, 0.00], [0.03, -0.04, 0.07], [-0.28, 0.17, 0.01], [0.14, -0.09, -0.07], [-0.05, -0.02, -0.01], [0.00, 0.04, -0.08], [0.01, 0.09, -0.02], [-0.27, -0.04, -0.06], [0.02, 0.05, 0.09], [0.19, 0.06, 0.15], [-0.06, -0.14, 0.19], [0.16, 0.00, -0.03], [0.14, 0.03, -0.10], [-0.01, 0.01, 0.05], [0.01, -0.02, 0.00], [0.03, 0.03, -0.01], [-0.01, -0.02, -0.06], [0.03, -0.01, 0.00], [0.03, -0.03, -0.04], [0.01, 0.01, 0.00], [-0.01, 0.04, 0.00], [0.06, -0.02, 0.04], [-0.03, 0.00, 0.09], [0.03, -0.07, -0.09], [-0.08, 0.01, 0.08], [-0.03, 0.05, 0.05], [-0.07, 0.03, 0.01], [-0.07, 0.09, 0.07], [0.09, -0.06, -0.11], [-0.21, 0.19, 0.02], [-0.01, -0.03, 0.03], [-0.03, 0.00, 0.03], [-0.01, 0.02, 0.01], [0.03, 0.05, -0.04], [0.07, -0.06, -0.15], [-0.07, -0.01, 0.14], [-0.10, -0.07, 0.18], [0.00, 0.07, -0.20], [0.13, 0.08, -0.11], [-0.06, 0.06, 0.02], [0.01, -0.03, 0.13], [-0.09, 0.05, 0.09], [0.06, -0.03, -0.13]],
  "e_above_lowest_ev": 0.0000,
  "charge": -1,
  "orbital_gap_ha": 0.2213,
  "lumo_ev": 2.256,
  "homo_energy_ev": -3.7650
}



Entry 2:
{
  "formula": "C31H28N6OPS5Se2W",
  "method": "ωB97M-V with the def2-TZVPD basis set",
  "species": ["W", "S", "C", "C", "C", "C", "C", "C", "S", "H", "H", "H", "H", "Se", "P", "Se", "C", "C", "C", "C", "C", "C", "C", "C", "C", "C", "C", "C", "H", "H", "H", "H", "H", "H", "H", "H", "H", "H", "S", "C", "C", "C", "C", "N", "C", "C", "C", "S", "C", "N", "H", "H", "S", "C", "N", "C", "C", "C", "N", "H", "H", "H", "H", "H", "H", "H", "H", "N", "C", "N", "O", "H", "H", "H", "H"],
  "xyz": [[-0.01291, 0.04017, -0.25149], [0.03401, -0.53421, -2.63039], [0.27338, -2.25630, -2.77503], [0.48832, -2.79494, -4.04620], [0.70273, -4.14966, -4.20348], [0.71841, -4.98452, -3.08763], [0.50438, -4.46174, -1.82830], [0.26722, -3.09412, -1.65570], [-0.02839, -2.46873, -0.06262], [0.49501, -2.11650, -4.89050], [0.86068, -4.55908, -5.19349], [0.89698, -6.04623, -3.20658], [0.51430, -5.09851, -0.95198], [-2.86244, 1.10808, -3.01856], [-1.77961, 1.72483, -1.23659], [1.38095, 1.95519, -0.16938], [-1.56732, 3.51797, -1.64391], [-0.35331, 4.13481, -1.90725], [-0.32126, 5.47382, -2.28316], [-1.49386, 6.19416, -2.41524], [-2.71390, 5.57423, -2.17123], [-2.75011, 4.24676, -1.78669], [-3.00060, 1.97435, 0.12219], [-2.56670, 2.73561, 1.20913], [-3.39117, 2.91500, 2.30650], [-4.65760, 2.34696, 2.32300], [-5.10036, 1.61663, 1.22991], [-4.27415, 1.43051, 0.12970], [0.57200, 3.58514, -1.81101], [0.63157, 5.95114, -2.47872], [-1.46486, 7.23111, -2.72771], [-3.63997, 6.12290, -2.28949], [-3.70032, 3.76007, -1.61906], [-1.57463, 3.17465, 1.18686], [-3.03927, 3.49237, 3.15267], [-5.29586, 2.46782, 3.18993], [-6.09820, 1.19380, 1.22620], [-4.61561, 0.87179, -0.73414], [1.77252, -0.74293, 1.55653], [0.83981, -1.31605, 2.88751], [1.41678, -2.14438, 3.84975], [0.66877, -2.63522, 4.91116], [1.27124, -3.50573, 5.86541], [1.76105, -4.21390, 6.62836], [-0.68788, -2.27103, 5.03323], [-1.25674, -1.42902, 4.08164], [-0.51387, -0.96310, 3.00627], [-1.25741, 0.11894, 1.85322], [-1.48207, -2.75153, 6.11238], [-2.15116, -3.12419, 6.97165], [2.46135, -2.40680, 3.74838], [-2.29300, -1.13197, 4.18189], [2.89813, -1.29082, -1.40042], [4.32441, -0.48973, -0.99485], [5.38961, -1.19439, -0.56397], [6.64379, -0.59275, -0.14368], [6.38242, 0.82791, 0.33613], [5.62556, 1.58066, -0.74809], [4.44219, 0.83216, -1.14190], [5.24833, -2.18435, -0.47449], [7.35806, -0.57469, -0.97618], [7.07281, -1.19690, 0.65618], [7.32338, 1.33094, 0.55888], [5.77260, 0.80165, 1.24147], [6.26970, 1.72205, -1.62349], [5.30512, 2.55835, -0.38905], [3.57404, 1.33797, -1.25874], [-3.69112, -2.29266, 0.25064], [-2.98111, -1.78812, -0.78710], [-3.11137, -2.35403, -1.99808], [-2.23406, -0.82477, -0.61344], [-4.19031, -3.15918, 0.17691], [-3.44706, -1.95210, 1.16543], [-3.81633, -3.04227, -2.18795], [-2.74571, -1.81332, -2.77214]],
  "forces_ev_per_a": [[1.49, -0.42, -0.22], [0.15, 0.31, 0.79], [-0.05, 0.09, 0.21], [-0.06, 0.02, 0.04], [0.00, 0.06, -0.13], [-0.04, -0.07, 0.07], [-0.04, -0.02, 0.00], [-0.28, 0.03, -0.06], [0.73, 0.31, -0.21], [-0.01, -0.08, -0.07], [0.05, 0.00, 0.00], [0.01, 0.00, 0.00], [0.03, -0.03, -0.02], [-0.17, 0.05, -0.12], [-1.38, 0.15, -0.06], [-0.77, -1.39, -0.32], [0.57, -0.17, 0.18], [-0.20, 0.12, 0.00], [0.10, 0.05, -0.06], [0.00, 0.07, -0.08], [0.01, -0.07, 0.03], [0.05, 0.15, 0.01], [0.34, 0.16, 0.15], [-0.25, 0.00, -0.13], [0.04, 0.13, 0.02], [-0.01, -0.03, 0.04], [-0.05, -0.01, 0.00], [0.03, -0.06, -0.04], [-0.09, 0.06, -0.13], [0.00, -0.01, -0.01], [0.01, 0.01, 0.04], [0.00, 0.01, 0.01], [-0.01, -0.01, 0.01], [0.00, -0.02, 0.07], [-0.02, -0.01, 0.01], [-0.01, 0.04, -0.01], [0.01, -0.02, 0.03], [0.06, -0.02, -0.02], [-0.56, 0.62, 0.13], [0.02, -0.02, -0.14], [-0.05, -0.07, 0.07], [-0.26, 0.36, -0.26], [0.18, -0.26, 0.27], [0.00, 0.05, -0.04], [0.33, 0.11, -0.29], [0.00, -0.08, 0.07], [0.18, 0.04, 0.00], [-0.13, -0.08, -0.05], [-0.27, -0.11, 0.29], [0.05, 0.01, -0.04], [-0.02, -0.10, 0.06], [-0.01, -0.03, 0.00], [0.72, -0.08, 0.01], [-0.68, -0.76, -0.39], [0.41, 0.34, 0.20], [-0.02, 0.08, -0.02], [-0.07, -0.03, -0.07], [0.00, -0.11, 0.00], [0.36, 0.42, 0.30], [-0.14, -0.01, -0.04], [0.03, -0.01, 0.05], [0.00, -0.02, -0.02], [0.01, 0.00, 0.02], [0.03, -0.01, 0.03], [0.03, 0.10, 0.06], [0.02, 0.02, -0.05], [-0.07, -0.17, -0.10], [-0.25, -0.10, 0.09], [0.33, 0.23, 0.03], [-0.05, -0.19, -0.28], [-0.45, 0.33, 0.04], [0.03, -0.04, 0.00], [0.09, 0.05, -0.03], [-0.02, 0.02, 0.02], [-0.01, 0.09, 0.09]],
  "e_above_lowest_ev": 2.3809,
  "charge": -1,
  "orbital_gap_ha": [0.1736, 0.1735],
  "lumo_ev": [0.550, 0.548],
  "homo_energy_ev": [-4.1751, -4.1745]
}



Entry 3:
{
  "formula": "C31H28N7O3S9V",
  "method": "ωB97M-V with the def2-TZVPD basis set",
  "species": ["V", "C", "C", "N", "N", "C", "S", "N", "N", "H", "H", "H", "H", "H", "H", "S", "C", "C", "C", "C", "C", "N", "H", "H", "H", "H", "N", "S", "C", "C", "C", "C", "C", "C", "C", "C", "C", "C", "C", "C", "H", "H", "H", "H", "H", "H", "H", "H", "H", "H", "H", "O", "C", "N", "S", "O", "O", "C", "C", "C", "C", "C", "C", "H", "H", "H", "H", "C", "S", "C", "C", "S", "S", "C", "S", "S", "H", "H", "H"],
  "xyz": [[0.87573, 0.06814, -0.03855], [-3.59549, -2.81732, -3.13521], [-3.53379, -1.81503, -2.04584], [-4.35689, -1.72138, -1.05289], [-3.87146, -0.68347, -0.31345], [-2.73274, -0.15566, -0.78250], [-1.81226, 1.08110, -0.13152], [-2.53252, -0.87416, -1.92785], [-1.44495, -0.64820, -2.74820], [-4.53714, -3.35508, -3.06520], [-2.77496, -3.53389, -3.04064], [-3.52784, -2.33856, -4.11300], [-4.29840, -0.43364, 0.56119], [-1.62389, 0.11430, -3.39015], [-1.12384, -1.48680, -3.21221], [1.00886, 1.30517, -2.09195], [2.50950, 0.42792, -2.11185], [3.49371, 0.49122, -3.09798], [4.63072, -0.27802, -2.94217], [4.77751, -1.09834, -1.82442], [3.76110, -1.12529, -0.89559], [2.66552, -0.37384, -1.04391], [3.35019, 1.13230, -3.95601], [5.41083, -0.24139, -3.69286], [5.65715, -1.70973, -1.68525], [3.79531, -1.75875, -0.02040], [0.28297, 0.04003, 1.89462], [1.18832, 0.20157, 3.20369], [0.10505, -0.35974, 4.50806], [0.61915, -1.05508, 5.59362], [-0.22562, -1.39163, 6.64067], [-1.56516, -1.02799, 6.59885], [-2.06126, -0.32355, 5.51070], [-1.22776, 0.02068, 4.45675], [2.41486, -1.09995, 3.14249], [3.72945, -0.75769, 3.41925], [4.72090, -1.71557, 3.24775], [4.38857, -2.98102, 2.78534], [3.06803, -3.30323, 2.48730], [2.07165, -2.35865, 2.66734], [-0.46954, -0.64587, 2.01289], [1.66254, -1.34381, 5.61714], [0.16478, -1.94063, 7.48771], [-2.22274, -1.29479, 7.41573], [-3.10275, -0.03121, 5.47906], [-1.61052, 0.57714, 3.60853], [3.97185, 0.25313, 3.72518], [5.75350, -1.46379, 3.45265], [5.16491, -3.72159, 2.63948], [2.82073, -4.27922, 2.09187], [1.03987, -2.57918, 2.41614], [-1.52100, -2.04909, 1.30551], [-0.93470, -2.49635, 0.33024], [0.10150, -1.91179, -0.34427], [0.82283, -2.99136, -1.35382], [2.03534, -3.48484, -0.76206], [0.88956, -2.48949, -2.69950], [-0.44263, -4.22344, -1.23768], [-0.60091, -5.40008, -1.94424], [-1.70899, -6.17703, -1.63017], [-2.60650, -5.77916, -0.63949], [-2.42236, -4.59670, 0.06333], [-1.32338, -3.81931, -0.25754], [0.10491, -5.69969, -2.70862], [-1.88062, -7.10458, -2.16087], [-3.46111, -6.40628, -0.42020], [-3.11571, -4.26650, 0.82577], [3.22688, 4.52712, -1.38050], [3.55735, 4.97507, 0.34115], [2.02429, 4.51826, 1.06882], [1.59622, 3.25001, 1.26015], [2.51277, 1.82717, 0.86770], [0.00548, 3.11955, 1.99351], [-0.33274, 4.81545, 2.16950], [-1.67597, 5.37940, 2.92106], [0.95355, 5.80535, 1.58812], [4.14365, 4.72388, -1.93745], [2.41575, 5.12850, -1.78648], [2.98077, 3.46866, -1.43968]],
  "forces_ev_per_a": [[-0.37, 1.06, -0.17], [0.04, 0.00, 0.01], [0.08, 0.05, -0.09], [-0.09, 0.03, 0.03], [0.01, 0.08, 0.16], [-0.06, -0.26, -0.15], [0.17, 0.05, 0.13], [0.06, -0.11, 0.00], [-0.17, 0.11, -0.11], [0.00, 0.00, 0.02], [-0.01, 0.02, -0.02], [0.02, -0.01, 0.02], [0.01, -0.01, 0.01], [0.00, -0.05, -0.01], [0.09, -0.03, 0.13], [0.19, -0.15, 0.02], [-0.05, 0.18, -0.19], [0.22, -0.14, 0.02], [-0.13, 0.12, -0.06], [-0.03, -0.03, 0.08], [0.12, 0.12, -0.06], [-0.05, -0.30, 0.23], [-0.01, 0.01, 0.02], [-0.01, -0.01, 0.01], [-0.02, 0.00, 0.00], [0.01, 0.00, 0.03], [-0.13, -0.27, -0.07], [0.32, 0.04, -0.01], [0.13, -0.08, 0.02], [-0.01, -0.03, 0.04], [-0.02, 0.02, -0.02], [0.02, 0.00, -0.03], [-0.02, 0.00, 0.01], [-0.08, 0.05, -0.01], [0.02, 0.01, 0.02], [-0.04, 0.01, -0.01], [0.02, -0.01, 0.01], [0.01, -0.01, 0.01], [0.00, 0.02, 0.01], [-0.02, 0.00, -0.02], [0.04, -0.01, -0.02], [-0.03, 0.01, 0.01], [-0.01, 0.00, -0.01], [0.00, 0.01, 0.00], [0.01, -0.01, 0.01], [0.03, -0.02, 0.03], [0.00, -0.03, 0.01], [-0.02, -0.01, 0.00], [0.00, 0.02, -0.01], [-0.01, 0.01, 0.01], [0.02, -0.02, 0.02], [0.03, 0.15, -0.09], [-0.30, -0.23, 0.16], [0.08, 0.05, 0.26], [0.01, -0.14, -0.23], [0.02, -0.12, 0.00], [0.00, 0.01, -0.03], [0.00, 0.15, 0.12], [0.09, 0.01, -0.04], [-0.01, 0.01, 0.02], [-0.03, -0.05, -0.01], [-0.02, 0.07, 0.02], [0.11, -0.10, -0.18], [-0.02, 0.01, 0.02], [0.01, 0.01, 0.00], [0.00, 0.02, 0.00], [0.01, -0.02, 0.00], [0.00, -0.01, -0.02], [-0.04, 0.04, 0.05], [-0.02, -0.02, -0.01], [-0.05, 0.11, 0.05], [-0.21, -0.41, -0.07], [0.01, 0.22, -0.14], [0.31, -0.09, 0.29], [-0.18, 0.04, -0.08], [-0.04, -0.15, -0.12], [-0.03, 0.01, 0.03], [0.01, -0.01, 0.01], [-0.01, 0.00, -0.02]],
  "e_above_lowest_ev": 0.6751,
  "multiplicity": 3,
  "charge": 0,
  "s_squared": 2.023,
  "orbital_gap_ha": [0.2369, 0.2442],
  "lumo_ev": [-0.336, -0.144],
  "homo_energy_ev": [-6.7817, -6.7882]
}